This record from the Open Molecules 2025 dataset describes C26H50CuN2O8 as an isolated structure. The level of theory is ωB97M-V with the def2-TZVPD basis set.

Output
HOMO energy	-10.99	eV
energy relative to the best compared isomer or geometry (same formula, charge and spin)	2.41	kcal per mole
charge	+1
max |F|	0.078	Eh/bohr

Last column: Mulliken charge in e.
Geometry (Å):
Cu -0.271 -0.377 0.350  0.94
C -1.467 6.177 -2.172  -1.55
C -1.598 5.373 -0.926  0.42
C -3.032 5.053 -0.424  -0.55
O -2.842 3.736 0.064  -0.36
C -1.739 3.144 -0.425  0.00
O -1.286 1.993 -0.293  -0.25
O -1.100 4.108 -1.086  -0.03
H -2.221 6.029 -2.946  0.37
H -0.476 6.336 -2.597  0.33
H -1.763 7.210 -1.990  0.49
H -0.947 5.812 -0.171  0.23
H -3.770 5.341 -1.172  0.34
H -3.240 5.805 0.337  0.35
C -0.105 2.819 -3.925  -0.96
C 1.342 2.826 -3.591  0.37
C 1.642 3.802 -2.488  -0.08
O 1.642 3.030 -1.292  -0.26
C 1.629 1.777 -1.653  0.52
O 1.673 0.810 -0.899  -0.42
O 1.589 1.617 -2.981  -0.35
H -0.752 2.658 -3.063  -0.05
H -0.323 1.968 -4.569  0.37
H -0.470 3.726 -4.407  0.39
H 2.008 2.781 -4.452  0.35
H 0.991 4.674 -2.434  -0.30
H 2.656 4.161 -2.659  0.40
C 2.510 -2.430 0.907  -1.47
C 2.738 -1.556 2.114  1.16
C 4.007 -0.721 1.848  -1.31
C 4.213 0.385 2.850  -0.68
C 2.995 1.306 2.773  -1.26
C 1.589 0.637 2.888  1.92
N 1.574 -0.685 2.251  1.33
O 0.482 -1.439 2.631  -0.19
C 1.250 0.615 4.388  -2.00
C 0.506 1.606 2.222  -2.43
C 2.914 -2.439 3.410  -1.77
H 1.577 -2.968 1.077  0.00
H 3.324 -3.123 0.695  0.54
H 2.424 -1.709 0.094  0.19
H 4.894 -1.348 1.934  0.45
H 4.026 -0.299 0.843  0.21
H 5.143 0.909 2.627  0.47
H 4.294 -0.043 3.849  0.32
H 3.060 1.829 1.819  0.30
H 3.283 2.016 3.549  0.44
H 1.848 -0.096 4.957  0.41
H 1.534 1.517 4.930  0.45
H 0.211 0.541 4.709  0.35
H -0.491 1.220 2.432  0.38
H 0.638 2.598 2.653  0.65
H 0.692 1.652 1.149  0.08
H 3.950 -2.733 3.579  0.35
H 2.313 -3.344 3.328  0.44
H 2.728 -1.856 4.313  0.41
H 0.796 -1.782 3.471  0.31
C -0.537 -1.192 -2.449  -2.66
C -1.452 -2.359 -1.932  1.32
C -0.522 -3.694 -2.007  -1.03
C -1.096 -4.929 -1.261  -0.85
C -1.494 -4.461 0.145  -0.67
C -2.431 -3.198 0.238  1.02
N -1.885 -2.131 -0.548  1.91
O -2.608 -0.956 -0.423  -0.37
C -3.848 -3.612 -0.154  -1.75
C -2.541 -2.843 1.756  -1.69
C -2.666 -2.532 -2.910  -1.53
H 0.482 -1.266 -2.069  0.27
H -0.921 -0.192 -2.245  0.52
H -0.496 -1.150 -3.537  0.65
H -0.260 -3.913 -3.042  0.44
H 0.453 -3.501 -1.560  0.13
H -0.352 -5.724 -1.206  0.50
H -1.899 -5.470 -1.761  0.39
H -0.577 -4.084 0.597  -0.29
H -1.724 -5.324 0.771  0.47
H -4.461 -4.019 0.650  0.44
H -4.480 -2.744 -0.346  0.33
H -3.849 -4.296 -1.003  0.33
H -3.139 -1.951 1.938  0.41
H -2.837 -3.688 2.378  0.53
H -1.515 -2.598 2.029  0.01
H -2.342 -2.372 -3.938  0.51
H -3.412 -1.757 -2.733  0.26
H -3.017 -3.559 -2.813  0.34
H -3.365 -1.135 -0.986  0.30

=====

This record from the Open Molecules 2025 dataset describes C33H54Al2Br2Cl4CsF6NNaO14S2 as an isolated structure. The level of theory is ωB97M-V with the def2-TZVPD basis set.

Output
HOMO energy	-8.88	eV
energy relative to the best compared isomer or geometry (same formula, charge and spin)	204.93	kcal per mole
charge	+1
max |F|	0.276	Eh/bohr

Last column: Mulliken charge in e.
Geometry (Å):
C -6.363 2.364 -2.694  -0.65
C -5.739 2.539 -1.156  -0.22
S -4.050 3.301 -1.330  0.16
C -2.649 2.108 -1.065  -0.13
N -2.181 1.328 -2.271  1.58
C -1.927 1.849 -3.521  -0.11
C -2.039 3.359 -4.144  -1.22
C -0.861 4.386 -3.551  0.54
O -0.264 4.208 -2.354  -0.46
Cl -0.434 5.826 -4.699  -0.04
C -1.379 0.790 -4.694  0.68
S 0.375 1.298 -5.223  -0.09
Cl -2.656 0.521 -6.033  -0.07
C -1.506 -0.551 -3.759  -0.83
Cl -2.662 -1.634 -4.706  -0.12
C -1.850 -0.179 -2.164  -0.28
C -0.332 -0.095 -1.551  -0.77
C 0.286 -1.465 -0.935  -0.04
C 0.236 -2.789 -1.889  -0.60
O 0.300 -3.983 -0.982  -0.19
C -0.546 -4.988 -1.662  0.10
C -2.965 -1.181 -1.505  -0.58
Br -4.866 -0.786 -2.007  0.10
C -2.918 -1.331 0.122  -0.51
C -4.256 -0.830 0.922  -0.55
Br -2.633 -3.263 0.713  0.42
H -5.404 2.342 -3.402  0.09
H -6.928 1.348 -2.846  0.17
H -6.991 3.312 -3.034  0.33
H -5.807 1.565 -0.515  0.04
H -6.462 3.330 -0.628  0.44
H -2.925 1.443 -0.125  -0.26
H -1.710 2.756 -0.711  -0.17
H -1.827 3.316 -5.316  0.51
H -3.100 3.843 -4.023  0.41
H 0.645 0.845 -6.533  0.27
H -0.455 -1.076 -3.970  0.42
H -0.207 0.756 -0.727  0.27
H 0.380 0.251 -2.445  0.31
H 1.440 -1.255 -0.714  0.47
H -0.160 -1.790 0.121  -0.14
H -0.740 -2.927 -2.519  0.31
H 1.231 -2.822 -2.510  0.25
H -0.235 -5.122 -2.794  0.43
H -0.502 -6.009 -1.060  -0.72
H -1.702 -4.694 -1.679  0.17
H -2.735 -2.269 -1.942  0.70
H -2.003 -0.727 0.596  0.66
H -5.186 -1.570 0.804  0.31
H -3.986 -0.888 2.084  0.48
H -4.562 0.283 0.727  0.23
F -1.091 3.045 4.505  -0.33
C -0.246 3.559 3.601  0.28
C -0.642 3.657 2.272  -0.24
C 0.235 4.197 1.332  -0.39
C 1.504 4.624 1.730  -0.81
C 1.895 4.517 3.066  -0.46
C 1.013 3.987 4.008  -0.46
H -1.629 3.313 1.980  0.46
H -0.068 4.285 0.292  0.55
H 2.190 5.041 0.996  0.53
H 2.885 4.845 3.373  0.43
H 1.297 3.904 5.052  0.45
C 3.999 -7.117 4.556  -0.85
O 2.627 -6.775 4.432  -0.24
C 2.241 -5.681 5.259  -0.52
C 1.231 -4.787 4.531  -1.77
O 1.787 -3.995 3.474  -0.60
C 2.261 -4.700 2.320  -0.77
C 1.163 -5.344 1.467  0.29
O 0.587 -6.465 2.132  -0.36
C -0.825 -6.533 1.992  -0.54
H 4.162 -7.683 5.478  0.31
H 4.272 -7.740 3.702  0.25
H 4.637 -6.227 4.540  0.40
H 3.108 -5.078 5.559  0.41
H 1.776 -6.100 6.157  0.50
H 0.838 -4.070 5.260  1.83
H 0.371 -5.355 4.177  0.09
H 3.039 -5.420 2.591  0.17
H 2.757 -3.942 1.701  0.50
H 1.598 -5.711 0.532  0.30
H 0.405 -4.588 1.224  0.03
H -1.291 -5.561 2.178  0.04
H -1.206 -7.237 2.735  0.28
H -1.084 -6.894 0.990  0.47
O -1.615 8.139 -2.198  -0.40
Cl -0.437 8.941 -1.931  1.68
O -0.831 10.319 -1.710  -0.53
O 0.462 8.872 -3.066  -0.55
O 0.235 8.435 -0.750  -0.51
Cs -0.029 -2.778 4.893  0.97
C -0.884 -8.282 -2.711  0.81
O -1.160 -9.294 -3.337  -0.56
O -1.693 -7.590 -2.083  -0.51
O 0.247 -7.793 -2.610  -0.53
Na -0.027 -8.110 0.064  0.87
F -3.575 3.821 2.283  -0.72
Al -4.874 -3.140 0.531  -0.39
F -4.742 7.241 -3.487  -0.44
Al -4.269 8.071 -5.014  0.86
F -3.116 9.404 -4.642  -0.44
F -5.737 8.752 -5.806  -0.47
F -3.483 6.889 -6.122  -0.47
C 4.479 2.111 2.106  -0.78
O 5.319 3.253 2.238  -0.34
C 6.279 3.101 3.287  -0.50
C 7.669 2.792 2.727  -0.55
O 7.712 1.488 2.138  -0.37
C 7.674 1.540 0.714  -0.69
H 3.894 2.218 1.189  0.22
H 5.063 1.188 2.039  0.41
H 3.793 2.054 2.955  0.32
H 5.962 2.331 4.001  0.34
H 6.319 4.056 3.820  0.38
H 8.388 2.790 3.553  0.38
H 7.981 3.560 2.009  0.33
H 8.621 1.933 0.334  0.34
H 6.845 2.155 0.357  0.30
H 7.543 0.522 0.339  0.22

=====

This record from the Open Molecules 2025 dataset describes C4H7O2 as an isolated structure. The level of theory is ωB97M-V with the def2-TZVPD basis set.

Output
HOMO energy	-15.17	eV
energy relative to the best compared isomer or geometry (same formula, charge and spin)	60.29	kcal per mole
charge	+1
max |F|	0.086	Eh/bohr

Last column: natural (NBO) charge in e.
Geometry (Å):
C -0.337 -0.103 -0.159  0.34
C 1.482 0.417 0.182  0.69
C 2.316 -0.766 0.097  -0.76
C -2.515 0.620 0.023  -0.28
O 1.515 1.560 0.280  -0.38
O -1.117 0.813 0.076  -0.34
H -0.780 -1.075 -0.533  0.17
H 2.647 -1.128 1.016  0.29
H 3.230 -0.459 -0.605  0.30
H 1.874 -1.551 -0.435  0.26
H -2.919 0.668 1.057  0.25
H -2.676 1.496 -0.642  0.25
H -2.719 -0.493 -0.355  0.21

=====

This record from the Open Molecules 2025 dataset describes a 8-piece molecular cluster, C28H58Cl2FN2O11PS3 overall. The level of theory is ωB97M-V with the def2-TZVPD basis set.

Output
HOMO energy	-8.72	eV
structure (SMILES)	CCSCc1cc([C@H](Cl)[C@H](C)Cl)c(P(O)(O)=S)c2ncc(S(=O)(=O)F)nc12.CCO.CCO.CCO.CCO.CCO.CCO.CCO
max |F|	0.080	Eh/bohr

Last column: Mulliken charge in e.
Geometry (Å):
C -5.876 3.027 -2.028  -1.05
C -4.592 2.602 -2.840  -0.32
S -3.039 3.110 -1.934  -0.13
C -1.715 2.421 -3.050  -0.77
C -0.491 1.915 -2.235  0.45
C 0.801 2.467 -2.505  -1.48
C 2.067 2.075 -1.777  -0.47
C 3.341 2.802 -2.287  -0.36
Cl 4.761 1.674 -2.589  -0.11
C 3.735 4.132 -1.504  0.30
C 5.276 4.377 -1.340  -1.19
Cl 2.804 4.340 0.074  -0.21
C 2.004 1.074 -0.693  1.54
P 3.526 0.605 0.261  0.49
O 4.363 -0.564 -0.598  -0.44
O 4.623 1.864 0.403  -0.44
S 3.241 0.018 2.084  -0.37
C 0.639 0.462 -0.443  -0.20
N 0.601 -0.528 0.528  -0.17
C -0.611 -1.077 0.718  -0.75
C -1.792 -0.604 -0.034  0.38
S -3.402 -1.419 0.375  1.28
O -3.411 -2.828 0.030  -0.53
O -4.480 -0.731 -0.308  -0.46
F -3.628 -1.147 1.976  -0.25
N -1.858 0.343 -0.983  -0.16
C -0.579 0.845 -1.170  0.34
H -5.855 4.146 -1.940  0.31
H -5.762 2.614 -0.993  0.28
H -6.774 2.645 -2.570  0.33
H -4.511 1.487 -2.990  0.27
H -4.521 3.098 -3.849  0.34
H -2.143 1.598 -3.682  0.43
H -1.351 3.273 -3.692  0.36
H 0.861 3.236 -3.321  0.20
H 3.106 3.149 -3.336  0.44
H 3.367 4.999 -2.126  0.44
H 5.770 3.764 -0.552  0.23
H 5.389 5.456 -1.016  0.40
H 5.759 4.318 -2.350  0.26
H 4.182 -1.409 -0.141  0.31
H 4.470 2.233 1.299  0.30
H -0.727 -1.894 1.477  0.36
C -2.702 -6.005 1.945  -0.92
C -2.161 -5.101 3.035  -0.15
O -1.578 -3.932 2.461  -0.41
H -1.905 -6.296 1.258  0.29
H -3.147 -6.907 2.371  0.24
H -3.461 -5.486 1.352  0.24
H -1.391 -5.615 3.610  0.28
H -2.957 -4.798 3.719  0.18
H -2.270 -3.481 1.964  0.18
C -6.701 -2.793 1.930  -0.72
C -7.922 -2.761 2.828  -0.40
O -7.775 -3.685 3.903  -0.51
H -6.549 -3.797 1.526  0.27
H -6.807 -2.092 1.100  0.33
H -5.799 -2.536 2.493  0.17
H -8.815 -3.039 2.268  0.32
H -8.073 -1.759 3.244  0.27
H -6.990 -3.429 4.400  0.28
C 5.904 1.643 -6.929  -0.95
C 5.861 3.117 -6.573  -0.31
O 5.634 3.284 -5.176  -0.40
H 4.967 1.155 -6.652  0.23
H 6.070 1.504 -7.999  0.40
H 6.703 1.136 -6.381  0.25
H 5.050 3.615 -7.105  0.30
H 6.802 3.609 -6.839  0.25
H 6.358 2.850 -4.709  0.24
C 0.541 8.322 0.130  -0.99
C -0.440 7.648 -0.811  -0.25
O 0.122 6.453 -1.342  -0.42
H 1.471 8.558 -0.392  0.24
H 0.122 9.244 0.538  0.35
H 0.800 7.657 0.959  0.29
H -0.679 8.306 -1.647  0.29
H -1.370 7.399 -0.290  0.27
H 0.324 5.870 -0.599  0.21
C 1.579 -0.649 6.249  -0.90
C 2.713 0.355 6.342  -0.21
O 3.741 0.032 5.414  -0.48
H 1.945 -1.658 6.449  0.25
H 0.787 -0.412 6.963  0.32
H 1.153 -0.657 5.242  0.24
H 3.150 0.346 7.342  0.28
H 2.354 1.369 6.132  0.23
H 3.350 0.051 4.531  0.16
C -5.292 -8.300 4.829  -0.97
C -4.750 -7.391 5.916  -0.27
O -4.169 -6.223 5.343  -0.44
H -4.494 -8.590 4.141  0.20
H -5.733 -9.202 5.258  0.36
H -6.053 -7.784 4.237  0.30
H -3.977 -7.901 6.490  0.29
H -5.547 -7.088 6.602  0.28
H -4.860 -5.770 4.844  0.24
C 4.826 -2.352 -3.189  -0.71
C 5.853 -2.975 -4.114  -0.36
O 6.167 -2.082 -5.179  -0.48
H 3.914 -2.107 -3.738  0.27
H 4.574 -3.033 -2.372  0.31
H 5.203 -1.419 -2.764  0.15
H 5.466 -3.895 -4.554  0.31
H 6.774 -3.213 -3.571  0.26
H 6.519 -1.274 -4.786  0.25

=====

This record from the Open Molecules 2025 dataset describes a 2-piece molecular cluster, C5H9NO overall. The level of theory is ωB97M-V with the def2-TZVPD basis set.

Output
HOMO energy	-8.48	eV
energy relative to the best compared isomer or geometry (same formula, charge and spin)	111.77	kcal per mole
max |F|	0.024	Eh/bohr

Last column: natural (NBO) charge in e.
Geometry (Å):
C -1.540 -0.750 1.144  -0.74
C 0.658 1.172 -0.768  0.17
C -0.121 0.309 -1.678  -0.80
C 1.617 0.425 0.058  -0.29
O 1.554 -1.004 0.051  -0.76
C -1.607 0.708 1.245  0.28
N -1.665 1.862 1.320  -0.32
H -0.501 -1.074 0.994  0.28
H -1.945 -1.191 2.058  0.25
H -2.141 -1.085 0.293  0.25
H -1.078 0.749 -1.968  0.24
H -0.214 -0.760 -1.448  0.21
H 0.515 0.386 -2.582  0.29
H 2.593 0.778 -0.319  0.24
H 1.543 0.818 1.082  0.23
H 2.330 -1.342 0.516  0.48

=====

This record from the Open Molecules 2025 dataset describes a 5-piece molecular cluster, C27H27N5O11S overall. The level of theory is ωB97M-V with the def2-TZVPD basis set.

Output
HOMO energy	-9.82	eV
energy relative to the best compared isomer or geometry (same formula, charge and spin)	0.00	kcal per mole
max |F|	0.022	Eh/bohr

Last column: Mulliken charge in e.
Geometry (Å):
C -1.182 -1.196 -1.352  -0.86
C -0.530 0.030 -0.762  0.93
N -0.321 0.197 0.471  -0.60
C -0.144 1.148 -1.710  -0.68
O 0.639 0.729 -2.855  -0.28
S 1.888 -0.256 -2.397  0.61
O 2.023 -1.126 -3.539  -0.50
O 3.181 0.747 -2.442  -0.44
H -1.226 -1.970 -0.591  0.49
H -2.148 -0.960 -1.801  -0.08
H -0.536 -1.547 -2.163  0.26
H -0.658 -0.633 0.961  0.14
H -1.071 1.543 -2.121  0.30
H 0.402 1.918 -1.167  0.33
H 3.433 0.870 -1.512  0.38
C 0.964 2.072 4.102  -0.73
C 0.161 2.489 3.047  -0.22
C -0.342 3.781 3.029  -0.49
C -0.029 4.640 4.069  0.02
C 0.765 4.236 5.130  -0.38
C 1.262 2.942 5.143  -0.49
N -0.542 6.016 4.042  1.02
O -1.253 6.335 3.109  -0.61
O -0.226 6.755 4.954  -0.61
H 1.360 1.066 4.112  0.60
H -0.071 1.806 2.240  0.58
H -0.968 4.107 2.211  0.49
H 0.998 4.915 5.937  0.45
H 1.885 2.612 5.963  0.44
C -6.725 -0.561 -5.170  -0.43
C -5.350 -0.439 -5.021  -0.56
C -4.798 -0.309 -3.757  -0.11
C -5.636 -0.307 -2.655  0.18
C -7.009 -0.421 -2.787  -0.47
C -7.553 -0.548 -4.055  -0.42
N -5.056 -0.192 -1.312  1.02
O -3.844 -0.075 -1.225  -0.67
O -5.810 -0.224 -0.364  -0.59
H -7.153 -0.666 -6.158  0.38
H -4.707 -0.447 -5.890  0.39
H -3.728 -0.214 -3.643  0.40
H -7.652 -0.414 -1.920  0.45
H -8.624 -0.640 -4.174  0.37
C 5.532 -1.523 -6.030  -0.54
C 6.883 -1.202 -5.966  -0.35
C 7.515 -1.102 -4.737  -0.40
C 6.782 -1.332 -3.586  0.07
C 5.436 -1.649 -3.634  -0.30
C 4.810 -1.744 -4.865  -0.40
N 7.450 -1.245 -2.281  1.03
O 8.627 -0.945 -2.267  -0.61
O 6.785 -1.476 -1.289  -0.61
H 5.041 -1.603 -6.991  0.38
H 7.443 -1.029 -6.875  0.37
H 8.564 -0.850 -4.686  0.45
H 4.874 -1.822 -2.729  0.49
H 3.760 -1.988 -4.913  0.44
C -2.857 -2.124 5.483  -0.43
C -2.214 -0.911 5.687  -0.60
C -0.833 -0.833 5.595  -0.08
C -0.115 -1.977 5.294  0.03
C -0.740 -3.196 5.094  -0.40
C -2.121 -3.266 5.191  -0.43
N 1.346 -1.894 5.170  1.05
O 1.867 -0.811 5.367  -0.62
O 1.947 -2.904 4.870  -0.61
H -3.936 -2.181 5.550  0.39
H -2.788 -0.024 5.915  0.40
H -0.334 0.112 5.753  0.46
H -0.168 -4.082 4.864  0.46
H -2.624 -4.210 5.035  0.38

=====

- Which of these has the highest max |F|?
  C33H54Al2Br2Cl4CsF6NNaO14S2